(1)
# C11H25IInOSi

C11H25IInOSi as an isolated structure in a non-equilibrium geometry (ωB97M-V with the def2-TZVPD basis set, the OMol25 dataset).

Element x y z (Å)
C: 4.2726 -1.0382 1.7289
C: 3.0007 -0.9350 0.8502
C: 3.3517 -0.2551 -0.4456
I: 3.0398 -1.2373 -2.1663
Si: 2.5645 1.6786 -0.6686
C: 0.7109 1.6566 -0.5774
C: -0.0873 1.1653 0.6330
C: -1.5561 1.6061 0.4967
C: -2.5281 0.9080 1.4613
C: -2.8607 -0.5312 1.0418
C: -3.4994 -0.6619 -0.3634
C: -2.6516 -0.8760 -1.6274
O: -1.4148 -1.5658 -1.4110
C: -0.5268 -1.5576 -2.4531
H: 5.0671 -1.5704 1.1988
H: 4.6466 -0.0543 2.0294
H: 4.0187 -1.6050 2.6296
H: 2.2536 -0.3423 1.4037
H: 2.5752 -1.9296 0.6697
H: 4.3898 0.1437 -0.5390
H: 2.9995 2.1090 -2.0017
H: 3.2951 2.3918 0.3895
H: 0.5710 2.7522 -0.7158
H: 0.3157 1.1975 -1.4944
H: 0.3225 1.5718 1.5678
H: -0.0398 0.0654 0.6887
H: -1.6008 2.6875 0.6688
H: -1.9000 1.4413 -0.5313
H: -2.0453 0.9211 2.4648
H: -3.4508 1.4988 1.5421
H: -3.6403 -0.9369 1.7091
H: -1.9930 -1.1936 1.1550
H: -4.1155 0.2244 -0.5666
H: -4.1988 -1.5002 -0.3055
H: -2.4603 0.0299 -2.2208
H: -3.2538 -1.5314 -2.2785
H: -0.9141 -1.0591 -3.3487
H: 0.4514 -1.0313 -2.1367
H: -0.2223 -2.5906 -2.6673
In: -2.8868 -0.0461 4.1899

Results
gap between HOMO and LUMO	0.143	hartree
energy	-34977.916	eV
total charge	+3
HOMO energy	-18.858	eV

Here are the Löwdin charges for atoms 1 to 6, given in e: -0.0442 -0.3273 -0.8134 1.5587 0.7919 -0.3106

(2)
# C11H25InNO4S

C11H25InNO4S as an isolated structure (ωB97M-V with the def2-TZVPD basis set, the OMol25 dataset).

Element x y z (Å)
C: -0.9106 0.8056 0.2713
C: -0.8057 -0.6055 -0.3270
N: -2.0784 -1.3230 -0.2951
In: -1.9062 -3.3969 -0.8369
C: -0.2116 -3.4663 -2.3161
C: 0.1552 -4.8617 -2.6824
O: 1.1740 -4.9936 -3.7589
C: 2.2810 -4.2446 -3.6130
O: 3.0723 -4.4017 -2.7252
C: 2.4262 -3.1784 -4.6714
C: 3.8675 -2.7645 -4.9315
H: -0.1333 1.4688 -0.1217
H: -1.8773 1.2280 -0.0160
H: -0.8452 0.7963 1.3588
H: -0.4059 -0.5028 -1.3508
H: -0.0770 -1.1835 0.2526
H: -2.6642 -0.9073 -1.0168
H: -1.4952 -4.3839 0.5746
H: -3.4429 -3.8601 -1.5966
H: 0.6189 -2.9296 -1.8480
H: -0.5489 -2.9063 -3.1949
H: -0.6966 -5.3972 -3.0998
H: 0.5129 -5.4260 -1.8182
H: 1.9308 -3.5183 -5.5802
H: 1.8439 -2.3338 -4.2881
H: 4.3934 -2.5880 -3.9946
H: 4.4009 -3.5298 -5.4971
H: 3.8987 -1.8450 -5.5193
C: -1.8136 5.2891 4.7777
C: -0.3333 5.3636 5.1788
C: 0.3652 4.1398 4.5772
S: -0.5709 3.7057 3.0960
O: -1.1863 2.4273 3.3218
O: 0.2171 3.9734 1.9236
C: -1.8281 4.9710 3.2874
H: -2.3384 6.2200 4.9904
H: -2.3107 4.4890 5.3300
H: 0.1071 6.2773 4.7742
H: -0.2089 5.3905 6.2609
H: 1.3937 4.3314 4.2821
H: 0.3227 3.2746 5.2355
H: -2.7693 4.5690 2.9203
H: -1.5229 5.8275 2.6865

Results
gap between HOMO and LUMO	0.218	hartree
energy	-37500.541	eV
total charge	-1
HOMO energy	-3.850	eV

Here are the Löwdin charges for atoms 1 to 6, given in e: -0.1287 -0.4605 -0.2362 0.4280 -0.3214 -0.2755

(3)
# C11H25N4O4

A 3-piece molecular cluster, C11H25N4O4 overall in a non-equilibrium geometry (ωB97M-V with the def2-TZVPD basis set, the OMol25 dataset).

Element x y z (Å)
O: -4.2266 -1.4682 3.5418
N: -3.2065 -1.1661 4.0222
O: -2.6716 -0.0605 3.3906
C: -1.3711 -0.3732 2.8711
C: -0.3997 -0.8953 3.9800
C: 0.2991 -2.2803 3.7298
C: -0.1276 -3.0427 2.4542
N: -0.3891 -2.1262 1.2997
C: -1.5874 -1.3058 1.6507
H: -0.9543 0.5679 2.5009
H: 0.4087 -0.1556 4.0824
H: -0.8680 -0.9402 4.9709
H: 0.1683 -2.9768 4.5688
H: 1.3841 -2.1044 3.6566
H: 0.7153 -3.6913 2.1593
H: -0.9781 -3.7222 2.5946
H: 0.4214 -1.5771 1.0151
H: -0.6726 -2.7257 0.5252
H: -2.4191 -2.0130 1.7767
H: -1.8305 -0.6686 0.7820
C: -0.6793 1.8949 -1.4159
O: -0.9918 0.7779 -1.0212
N: -0.3176 2.9239 -0.6265
C: 0.0399 4.2205 -1.1766
C: -0.2846 2.7334 0.8084
H: -0.6706 2.1499 -2.4834
H: 1.0641 4.4667 -0.8911
H: -0.6368 4.9813 -0.7835
H: -0.0318 4.2081 -2.2624
H: 0.4189 1.9318 1.0541
H: -1.2786 2.4465 1.1609
H: 0.0246 3.6509 1.3021
C: 0.6404 0.6302 -4.2595
O: 0.7421 1.8207 -4.4735
N: 1.6780 -0.2237 -4.1161
C: 1.4804 -1.6349 -3.8592
C: 3.0312 0.2953 -4.2257
H: -0.3410 0.1396 -4.1610
H: 1.9536 -1.9025 -2.9104
H: 1.9325 -2.2196 -4.6626
H: 0.4183 -1.8694 -3.8055
H: 3.1907 1.0635 -3.4670
H: 3.1705 0.7478 -5.2081
H: 3.7525 -0.5071 -4.0891

Results
gap between HOMO and LUMO	0.301	hartree
energy	-25953.343	eV
total charge	+1
HOMO energy	-11.553	eV

Here are the Löwdin charges for atoms 1 to 6, given in e: 0.1175 -0.0316 -0.0693 -0.2663 -0.0954 -0.1325

(4)
# C11H26Cl2INO2Si

A 3-piece molecular cluster, C11H26Cl2INO2Si overall in a non-equilibrium geometry (ωB97M-V with the def2-TZVPD basis set, the OMol25 dataset).

Element x y z (Å)
C: 3.7011 -1.3087 0.4586
C: 3.0131 -1.1088 -0.9392
Cl: 4.1269 -1.2082 -2.3867
C: 1.6614 -0.9000 -1.1757
Cl: 1.0548 -0.7194 -2.8943
Si: 0.4113 -0.8211 0.2575
N: -0.3260 -2.4025 0.6555
I: -1.3824 0.8342 -0.3004
H: 3.6868 -2.4224 0.6913
H: 4.7858 -0.9930 0.3305
H: 3.2631 -0.6819 1.2857
H: 1.0047 -0.3113 1.5130
H: 0.4135 -2.9142 1.1544
H: -0.4964 -2.9134 -0.2176
C: 5.4106 3.4235 1.6136
C: 4.8312 2.5305 0.5294
O: 3.4915 2.1307 0.7778
C: 2.5325 3.1751 0.8889
C: 2.4227 4.0329 -0.3594
H: 5.3693 2.9216 2.5843
H: 6.4511 3.6685 1.3884
H: 4.8604 4.3611 1.7071
H: 5.4220 1.6132 0.4754
H: 4.9085 3.0054 -0.4535
H: 2.7421 3.7882 1.7717
H: 1.5689 2.6925 1.0714
H: 3.3583 4.5471 -0.5866
H: 1.6464 4.7902 -0.2316
H: 2.1699 3.4155 -1.2251
C: -4.4658 -1.4627 0.8467
C: -4.1696 -2.0783 -0.5098
O: -4.9199 -3.2546 -0.7776
C: -6.3318 -3.1107 -0.7857
C: -6.8362 -2.1222 -1.8229
H: -4.2773 -2.1870 1.6441
H: -3.8349 -0.5865 1.0105
H: -5.5068 -1.1456 0.9330
H: -3.1176 -2.3694 -0.5414
H: -4.3120 -1.3472 -1.3122
H: -6.6904 -2.8481 0.2153
H: -6.7413 -4.0989 -1.0097
H: -6.4621 -1.1130 -1.6425
H: -7.9277 -2.0825 -1.8095
H: -6.5095 -2.4186 -2.8227

Results
gap between HOMO and LUMO	0.359	hartree
energy	-58437.225	eV
relative energy (zero: lowest compared OMol25 entry of this formula, charge and spin)	15.4	kcal per mole
structure (SMILES)	C/C(Cl)=C(/Cl)[Si@H](N)I.CCOCC.CCOCC
HOMO energy	-9.456	eV

Here are the Löwdin charges for atoms 1 to 6, given in e: -0.1295 -0.6997 0.5533 -0.7665 0.4869 0.1105

In order of appearance, E_LUMO = -14.98, 2.09, -3.35, 0.33 eV.